Formula: C8H6N2OS2
Source: the Open Molecules 2025 dataset
Level of theory: wB97M-V/def2-TZVPD

Geometry as XYZ:
```
19
Properties=species:S:1:pos:R:3:forces:R:3:lowdin_charge:R:1
O 0.09041 -1.75308 0.13233 0.697 2.085 -0.185 0.05
C 0.49804 -0.59303 0.15696 -0.861 -1.481 0.418 -0.34
C -0.47621 0.56863 0.48842 1.920 0.350 0.196 -0.13
C -1.89795 0.42449 0.09766 -1.317 0.209 -0.159 -0.61
N -2.63883 1.48274 -0.10391 -0.624 0.162 0.332 0.01
C -3.99171 1.18295 -0.25879 0.143 -0.778 -0.053 -0.23
C -4.25332 -0.17759 -0.25736 -0.002 0.776 0.194 -0.40
S -2.78300 -1.05824 0.03196 -0.478 0.217 -0.161 1.05
C 1.99535 -0.31008 0.03161 -2.026 0.010 0.007 -0.55
N 2.83402 -1.26737 -0.13644 0.599 -0.345 0.078 0.08
C 4.10548 -0.75926 -0.24915 -0.452 -1.113 0.114 -0.22
C 4.17101 0.56861 -0.17742 0.296 1.738 -0.214 -0.40
S 2.62374 1.29702 0.05243 0.711 -0.632 -0.184 1.07
H -0.10335 1.54780 0.10326 -0.324 -0.716 0.101 0.10
H -0.35476 0.66585 1.59822 -0.357 -0.103 -0.622 0.15
H -4.77010 1.99684 -0.32854 1.226 -1.049 -0.089 0.12
H -5.23033 -0.68090 -0.37691 0.886 0.361 0.104 0.07
H 4.96244 -1.41432 -0.35476 -0.220 0.012 -0.115 0.11
H 5.05039 1.15298 -0.35937 0.185 0.296 0.238 0.06
```
Positions in Å, forces in eV/Å.

Computed properties:
Relative energy (zero: lowest compared OMol25 entry of this formula, charge and spin): 1.77 kcal per mole
F_max: 2.2 eV/A
Electronic energy: -1289.55925 hartree
HOMO: -9.17 eV
SMILES string: O=C(Cc1nccs1)c1nccs1